Version 1
{"formula": "C2H7S2", "method": "the ωB97M-V functional and the def2-TZVPD basis", "elements": ["S", "H", "C", "C", "S", "H", "H", "H", "H", "H", "H"], "positions_angstrom": [[0.726, -1.389, -2.370], [-0.346, -2.217, -2.582], [0.800, 0.797, 0.943], [-0.599, 0.182, 0.765], [-1.257, 0.639, -0.899], [0.778, 1.929, 0.656], [1.565, 0.293, 0.428], [0.961, 0.600, 2.025], [-0.577, -0.920, 1.012], [-1.357, 0.518, 1.496], [-0.693, -0.434, -1.474]], "total_charge": -1}

***

Version 2
{"formula": "C2H7S2", "method": "the ωB97M-V functional and the def2-TZVPD basis", "elements": ["S", "H", "C", "S", "C", "H", "H", "H", "H", "H", "H"], "positions_angstrom": [[0.079, 2.259, 0.753], [0.205, 2.509, -0.545], [0.358, -0.606, -1.534], [0.004, -1.507, -0.018], [-0.453, -0.465, 1.419], [0.792, 0.397, -1.212], [-0.547, -0.362, -2.132], [1.111, -1.168, -2.047], [-0.622, -1.236, 2.079], [0.467, 0.027, 1.800], [-1.395, 0.151, 1.436]], "total_charge": -1}

***

Version 3
{"formula": "C2H7S2", "method": "the ωB97M-V functional and the def2-TZVPD basis", "elements": ["S", "H", "C", "S", "C", "H", "H", "H", "H", "H", "H"], "positions_angstrom": [[-2.330, 1.842, 2.032], [-3.173, 0.810, 2.193], [-0.669, -0.715, 0.014], [0.730, -1.397, -0.994], [1.886, 0.029, -0.968], [-0.281, 0.096, 0.633], [-1.374, -0.232, -0.651], [-1.028, -1.498, 0.667], [2.459, 0.181, -1.878], [2.528, -0.029, -0.098], [1.250, 0.915, -0.950]], "total_charge": -1}

***

The structure with the greatest stability is version 3.